Entry from the Open Molecules 2025 dataset: the molecule C4H3NO2 in a non-equilibrium geometry (ωB97M-V/def2-TZVPD).

Cartesian coordinates (Å):
1 C -0.201 1.482 -2.324
2 C 0.140 -0.522 0.317
3 C -0.525 -0.496 1.582
4 C -0.575 -0.443 2.918
5 H -0.535 2.443 -1.585
6 H 0.233 1.978 -3.362
7 H -0.620 -0.648 4.000
8 N 0.151 0.177 -1.876
9 O -0.393 0.374 -0.423
10 O 1.247 -1.017 0.313

As for the HOMO energy: -9.84 eV. The value obtained for the lowest unoccupied orbital energy is -0.522 eV. As for the molar mass: 97.1 g mol⁻¹. Its net charge is 0. The HOMO-LUMO gap comes out at 9.323 eV. The SMILES is C#CC(=O)ON=C. The calculation puts the total energy at -9774.1516 eV. As for the multiplicity: 1. The value obtained for the energy above the lowest of the compared OMol25 structures with the same formula, charge and spin is 727.0 kJ/mol.

=====

Entry from the Open Molecules 2025 dataset: the molecule C4H3NO2 in a non-equilibrium geometry (ωB97M-V/def2-TZVPD).

Cartesian coordinates (Å):
1 C -1.927 -1.236 1.459
2 C -0.690 -1.115 0.887
3 C 0.696 0.064 -0.184
4 C 0.604 1.312 -1.141
5 H -2.695 -0.392 1.224
6 H -2.300 -1.740 2.380
7 H 0.051 -1.730 0.920
8 N 0.902 2.106 -1.922
9 O -0.677 -0.042 0.124
10 O 1.494 -0.588 0.227

As for the HOMO energy: -9.69 eV. The value obtained for the lowest unoccupied orbital energy is -0.055 eV. As for the molar mass: 97.1 g mol⁻¹. Its net charge is 0. The HOMO-LUMO gap comes out at 9.634 eV. The SMILES is C=COC(=O)C#N. The calculation puts the total energy at -9777.8456 eV. As for the multiplicity: 1. The value obtained for the energy above the lowest of the compared OMol25 structures with the same formula, charge and spin is 370.6 kJ/mol.

=====

Entry from the Open Molecules 2025 dataset: the molecule C4H3NO2S in a non-equilibrium geometry (ωB97M-V/def2-TZVPD).

Cartesian coordinates (Å):
1 C -1.345 -0.895 -0.031
2 C -0.070 -0.389 -0.158
3 C 2.346 0.334 0.071
4 C 0.200 1.039 -0.026
5 H -3.129 -0.773 -0.146
6 H -1.410 -1.950 0.129
7 H 3.377 0.534 -0.021
8 N 1.600 1.418 0.269
9 O -2.445 -0.141 0.221
10 O -0.622 1.992 -0.247
11 S 1.496 -1.168 -0.061

As for the HOMO energy: -8.90 eV. The value obtained for the lowest unoccupied orbital energy is -0.591 eV. As for the molar mass: 129.1 g mol⁻¹. Its net charge is 0. The HOMO-LUMO gap comes out at 8.305 eV. The SMILES is O=C1N=CS/C1=C/O. The calculation puts the total energy at -20614.7951 eV. As for the multiplicity: 1. The value obtained for the energy above the lowest of the compared OMol25 structures with the same formula, charge and spin is 218.0 kJ/mol.

=====

Entry from the Open Molecules 2025 dataset: a structure of composition C4H3NO3 in a non-equilibrium geometry (ωB97M-V/def2-TZVPD).

Cartesian coordinates (Å):
1 C -0.598 0.407 -1.595
2 C 0.285 0.065 -0.451
3 C 0.554 -1.295 0.159
4 C 0.792 0.059 1.676
5 H -1.981 1.709 -0.322
6 H 0.468 -2.425 -0.171
7 H 1.189 0.814 2.391
8 N 0.823 -1.358 1.578
9 O -1.538 1.403 -1.422
10 O -0.410 -0.309 -2.542
11 O 0.415 0.929 0.699

As for the HOMO energy: -9.52 eV. The value obtained for the lowest unoccupied orbital energy is -0.338 eV. As for the molar mass: 113.1 g mol⁻¹. Its net charge is 0. The HOMO-LUMO gap comes out at 9.182 eV. The calculation puts the total energy at -11824.8805 eV. As for the multiplicity: 1. The value obtained for the energy above the lowest of the compared OMol25 structures with the same formula, charge and spin is 448.9 kJ/mol.

=====

Entry from the Open Molecules 2025 dataset: the molecule C4H3NO3S in a non-equilibrium geometry (ωB97M-V/def2-TZVPD).

Cartesian coordinates (Å):
1 C -0.417 1.221 -0.829
2 C -0.085 1.297 1.712
3 C -0.087 -0.028 -0.824
4 C -0.254 0.004 1.675
5 N 0.615 -1.060 -1.083
6 O 1.783 -1.234 -0.918
7 O -0.150 -2.164 -1.564
8 O -0.572 -1.100 1.726
9 S -0.615 2.376 0.456
10 H -0.604 1.734 -1.854
11 H 0.671 1.711 2.364
12 H -0.285 -2.757 -0.862

As for the HOMO energy: -8.71 eV. The value obtained for the lowest unoccupied orbital energy is -0.120 eV. As for the molar mass: 145.1 g mol⁻¹. Its net charge is 0. The HOMO-LUMO gap comes out at 8.594 eV. The SMILES is O=C=CSC=C=[N+]([O-])O. The calculation puts the total energy at -22657.3224 eV. As for the multiplicity: 1. The value obtained for the energy above the lowest of the compared OMol25 structures with the same formula, charge and spin is 605.1 kJ/mol.

=====

Entry from the Open Molecules 2025 dataset: the molecule C4H3NOS in a non-equilibrium geometry (ωB97M-V/def2-TZVPD).

Cartesian coordinates (Å):
1 C -0.233 -0.593 0.009
2 C 0.950 -0.166 0.424
3 C -1.059 0.488 -0.576
4 C 0.570 -1.537 0.842
5 N -0.218 1.525 -0.689
6 O -2.209 0.471 -1.001
7 S 1.364 1.375 0.055
8 H 0.141 -1.577 1.884
9 H 1.135 -2.416 0.293
10 H -0.441 2.429 -1.240

As for the HOMO energy: -8.71 eV. The value obtained for the lowest unoccupied orbital energy is 0.335 eV. As for the molar mass: 113.1 g mol⁻¹. Its net charge is 0. The HOMO-LUMO gap comes out at 9.046 eV. The SMILES is O=c1[nH]sc2c1C2. The calculation puts the total energy at -18565.3605 eV. As for the multiplicity: 1. The value obtained for the energy above the lowest of the compared OMol25 structures with the same formula, charge and spin is 279.1 kJ/mol.